1.
{"formula": "C14H17CrNO2", "method": "the ωB97M-V functional and the def2-TZVPD basis", "e_homo_ev": [-8.51, -8.99], "homo_lumo_gap_ev": [8.07, 8.41], "spin_multiplicity": 5, "fmax_ev_per_a": 2.98, "elements": ["C", "C", "C", "H", "C", "H", "H", "H", "C", "H", "H", "C", "H", "H", "C", "H", "H", "C", "H", "H", "Cr", "H", "O", "C", "O", "C", "C", "C", "C", "C", "N", "H", "H", "H", "H"], "positions_angstrom": [[0.1131, 0.0527, -3.3608], [-2.1265, -0.4558, -0.6418], [0.5560, -1.1667, -3.0847], [0.4131, 0.5698, -4.2608], [-1.2462, -1.2877, -0.0701], [-2.9990, -0.1367, -0.0664], [1.4826, -1.5307, -3.5221], [-1.4013, -1.5812, 0.9668], [-0.1609, -2.1687, -2.2355], [0.3086, -3.1379, -2.4479], [-1.1979, -2.2666, -2.5534], [-0.7661, 0.7896, -2.4157], [-1.0048, 1.7842, -2.8269], [-0.1627, 0.9475, -1.4966], [-2.0925, 0.0906, -2.0335], [-2.3994, -0.6822, -2.7575], [-2.8715, 0.8612, -2.0726], [-0.0861, -1.9810, -0.6923], [0.0216, -2.9844, -0.2515], [0.8575, -1.4729, -0.4588], [2.7101, 1.7302, 0.4233], [3.7571, 2.0996, -0.6145], [3.2241, -0.9739, 3.0131], [2.8645, 0.1192, 2.5974], [3.5911, 1.0116, 1.9251], [1.4597, 0.6185, 2.7352], [0.5577, 0.1940, 3.6943], [-0.7090, 0.7669, 3.7103], [-1.0150, 1.7054, 2.7321], [-0.0652, 2.0765, 1.7774], [1.1795, 1.5202, 1.7662], [0.9050, -0.5653, 4.3797], [-1.4299, 0.4854, 4.4757], [-2.0070, 2.1516, 2.6678], [-0.2600, 2.8169, 0.9992]], "forces_ev_per_a": [[0.30, -0.05, 0.01], [0.04, -0.57, 0.58], [0.16, -0.30, -0.54], [0.75, 0.26, 0.21], [-0.62, 0.18, 0.22], [0.35, -0.11, 0.14], [-0.38, -0.04, -0.66], [-0.18, 0.22, -0.02], [0.63, -0.56, 0.94], [-0.15, 0.17, 0.02], [0.05, 0.00, 0.07], [-0.67, 0.36, 0.00], [0.16, -0.33, 0.17], [-0.44, 0.09, -0.34], [-0.44, 0.50, -0.09], [0.24, 0.40, 0.09], [0.03, -0.21, -0.11], [0.44, -0.30, -0.76], [-0.18, 0.36, 0.06], [-0.02, 0.02, 0.12], [-1.07, 0.02, 0.86], [1.69, 0.57, -1.79], [-0.47, 1.35, -0.16], [1.57, -0.36, -0.39], [0.09, -1.66, 0.96], [-0.34, 0.26, -0.66], [0.12, 0.23, -0.22], [0.33, -0.11, -0.07], [-0.19, 0.50, -0.51], [0.77, -0.88, 0.34], [-2.68, 0.26, 1.28], [-0.15, 0.00, 0.13], [0.07, 0.07, -0.26], [0.28, -0.06, 0.14], [-0.12, -0.26, 0.24]], "lowdin_charge": [-0.121, -0.121, -0.115, 0.099, -0.125, 0.098, 0.103, 0.097, -0.186, 0.108, 0.104, -0.188, 0.108, 0.103, -0.198, 0.117, 0.102, -0.180, 0.113, 0.111, 0.741, -0.189, 0.088, -0.554, -0.243, -0.183, 0.023, -0.034, -0.051, -0.083, -0.021, 0.128, 0.117, 0.112, 0.119]}


2.
{"formula": "C52H46IrN2OP2S3", "method": "the ωB97M-V functional and the def2-TZVPD basis", "e_homo_ev": [-11.82, -11.84], "homo_lumo_gap_ev": [4.32, 4.58], "spin_multiplicity": 2, "total_charge": 2, "fmax_ev_per_a": 2.72, "elements": ["Ir", "C", "N", "C", "C", "N", "C", "C", "C", "C", "C", "C", "C", "S", "C", "C", "C", "C", "C", "C", "S", "H", "H", "H", "H", "H", "H", "H", "H", "H", "H", "H", "H", "H", "H", "H", "H", "H", "H", "O", "S", "C", "C", "C", "C", "C", "C", "P", "C", "C", "C", "C", "C", "C", "C", "C", "C", "C", "C", "C", "C", "C", "C", "C", "C", "C", "P", "C", "C", "C", "C", "C", "C", "C", "C", "C", "C", "C", "C", "H", "H", "H", "H", "H", "H", "H", "H", "H", "H", "H", "H", "H", "H", "H", "H", "H", "H", "H", "H", "H", "H", "H", "H", "H", "H", "H", "H"], "positions_angstrom": [[-1.7329, -0.0389, -1.1130], [-0.4368, -3.1154, -1.0100], [-1.1848, -2.3490, -2.0143], [-2.5209, -2.9484, -2.2589], [-3.7015, -1.9857, -2.0895], [-3.7550, -1.3008, -0.7789], [-3.6675, -2.2457, 0.3397], [-4.9761, -0.5239, -0.6994], [-6.1584, -1.0991, -0.2540], [-7.3328, -0.3668, -0.1717], [-7.3420, 0.9737, -0.5280], [-6.1804, 1.5631, -0.9771], [-4.9921, 0.8297, -1.0736], [-3.5902, 1.6454, -1.6789], [-0.3939, -2.2638, -3.2279], [0.3183, -3.3547, -3.7102], [1.1222, -3.2593, -4.8328], [1.2230, -2.0585, -5.5182], [0.4794, -0.9777, -5.0976], [-0.3237, -1.0654, -3.9539], [-1.2108, 0.3597, -3.5016], [0.5260, -2.6350, -0.8441], [-0.9635, -3.1305, -0.0593], [-0.2696, -4.1573, -1.3024], [-2.6540, -3.7978, -1.5842], [-2.5831, -3.3343, -3.2818], [-4.6132, -2.5789, -2.2336], [-3.6779, -1.2147, -2.8649], [-2.6434, -2.5872, 0.4560], [-3.9659, -1.7409, 1.2569], [-4.3020, -3.1268, 0.1969], [-6.1834, -2.1399, 0.0262], [-8.2383, -0.8471, 0.1645], [-8.2539, 1.5442, -0.4651], [-6.1591, 2.6026, -1.2595], [0.2494, -4.3091, -3.2158], [1.6601, -4.1309, -5.1702], [1.8602, -1.9832, -6.3849], [0.5124, -0.0474, -5.6449], [-0.2687, -0.8154, 0.7057], [-0.6498, -1.0720, 2.1405], [-0.4069, 0.5451, 2.9254], [-0.0986, 0.5905, 4.2773], [0.0106, 1.8059, 4.9305], [-0.2492, 2.9727, 4.2323], [-0.5661, 2.9264, 2.8882], [-0.6303, 1.7123, 2.1985], [-0.8582, 1.7825, 0.3756], [-1.7078, 3.3854, 0.2181], [-2.9429, 3.5187, 0.8545], [-3.6261, 4.7174, 0.8067], [-3.0884, 5.7887, 0.1068], [-1.8912, 5.6433, -0.5754], [-1.2035, 4.4421, -0.5285], [0.8406, 2.1884, -0.1513], [1.2924, 1.6694, -1.3589], [2.4884, 2.1031, -1.9039], [3.2718, 3.0129, -1.2133], [2.8455, 3.5015, 0.0110], [1.6295, 3.1050, 0.5365], [0.7967, -1.9379, 2.8033], [0.5979, -2.8140, 3.8592], [1.6808, -3.5033, 4.3767], [2.9463, -3.2892, 3.8520], [3.1352, -2.4138, 2.7986], [2.0468, -1.7501, 2.2343], [2.3099, -0.6361, 0.8000], [3.0738, -1.7030, -0.4622], [3.4727, -1.0811, -1.6455], [3.9784, -1.8175, -2.6987], [4.0832, -3.1948, -2.5853], [3.6779, -3.8252, -1.4190], [3.1582, -3.0904, -0.3663], [3.5990, 0.4554, 1.4728], [4.7755, 0.7617, 0.7987], [5.6282, 1.7253, 1.3065], [5.3099, 2.4013, 2.4746], [4.1353, 2.0993, 3.1507], [3.2787, 1.1415, 2.6459], [0.0797, -0.3254, 4.8180], [0.2906, 1.8370, 5.9712], [-0.1822, 3.9273, 4.7269], [-0.7816, 3.8498, 2.3687], [-3.3458, 2.6833, 1.4116], [-4.5718, 4.8190, 1.3180], [-3.6068, 6.7342, 0.0905], [-1.4834, 6.4661, -1.1437], [-0.2660, 4.3375, -1.0516], [0.6894, 0.9253, -1.8676], [2.7975, 1.7456, -2.8752], [4.2102, 3.3441, -1.6288], [3.4531, 4.2095, 0.5523], [1.2960, 3.5142, 1.4773], [-0.3920, -2.9520, 4.2666], [1.5497, -4.1928, 5.1940], [3.7940, -3.8150, 4.2580], [4.1254, -2.2489, 2.3989], [3.3853, -0.0113, -1.7302], [4.2823, -1.3201, -3.6081], [4.4650, -3.7762, -3.4089], [3.7672, -4.8978, -1.3265], [2.8376, -3.5954, 0.5321], [5.0321, 0.2332, -0.1057], [6.5432, 1.9539, 0.7814], [5.9744, 3.1633, 2.8542], [3.8791, 2.6262, 4.0585], [2.3546, 0.9119, 3.1599]], "forces_ev_per_a": [[-0.43, 0.58, -1.00], [0.40, -0.10, 0.61], [-0.45, 1.01, 0.32], [-0.74, -0.06, 0.02], [0.21, -0.43, -0.62], [0.95, 0.33, 0.11], [0.17, -0.26, 0.40], [-0.60, 1.19, 0.01], [-0.12, -0.10, -0.02], [0.09, -0.02, -0.04], [0.03, -0.30, -0.03], [0.48, -0.04, -0.09], [-0.20, -1.02, 0.37], [2.16, -1.09, -0.03], [0.57, 0.66, -1.07], [-0.21, -0.13, 0.12], [-0.04, 0.14, -0.04], [-0.09, -0.37, 0.00], [-0.27, 0.23, 0.30], [0.43, -0.86, 0.43], [-1.05, 0.59, 2.44], [-0.02, -0.10, -0.08], [-0.02, 0.02, -0.11], [-0.13, 0.19, -0.12], [0.10, 0.02, -0.07], [0.11, 0.02, 0.15], [-0.04, 0.10, 0.07], [-0.06, -0.07, 0.08], [-0.07, -0.01, 0.00], [0.00, -0.01, -0.05], [0.01, 0.11, -0.04], [-0.02, -0.12, 0.05], [-0.05, -0.05, 0.05], [-0.08, 0.12, 0.02], [-0.08, 0.22, -0.04], [0.04, -0.12, 0.08], [0.09, -0.06, -0.01], [0.03, 0.07, -0.11], [0.05, 0.13, -0.02], [-1.64, 0.25, -1.94], [0.58, 0.01, 1.71], [-0.12, -0.22, -0.01], [-0.01, -0.15, 0.01], [-0.08, -0.07, -0.17], [0.19, -0.05, 0.02], [-0.23, 0.11, -0.15], [-0.56, -0.77, -0.10], [0.36, 0.97, -1.10], [-0.36, -0.45, -0.09], [0.12, 0.02, 0.09], [-0.03, -0.09, 0.10], [0.06, 0.00, -0.10], [-0.10, 0.12, 0.00], [0.19, -0.26, 0.01], [-0.22, -0.41, -0.62], [-0.14, 0.09, -0.01], [-0.07, 0.15, -0.05], [-0.08, 0.05, -0.03], [-0.02, 0.10, -0.02], [-0.19, -0.03, 0.13], [-0.28, -0.05, -0.30], [-0.24, -0.01, 0.02], [0.05, 0.12, 0.04], [0.08, -0.04, 0.04], [-0.35, -0.05, 0.11], [0.51, 0.15, -0.31], [0.31, 0.53, 0.01], [0.00, -0.08, 0.33], [-0.02, -0.03, 0.05], [-0.02, -0.08, -0.03], [-0.05, -0.06, 0.00], [-0.05, -0.12, -0.12], [0.11, 0.17, -0.01], [0.21, -0.23, -0.12], [-0.12, -0.19, 0.25], [0.08, 0.18, 0.03], [0.05, 0.02, -0.04], [0.00, 0.12, -0.02], [0.07, -0.15, -0.15], [0.03, -0.11, 0.09], [-0.02, -0.01, 0.12], [-0.03, 0.15, 0.07], [0.06, -0.03, 0.03], [-0.14, -0.05, 0.06], [-0.06, 0.02, 0.05], [-0.07, 0.10, -0.04], [0.01, 0.06, -0.01], [0.11, 0.02, -0.08], [0.25, 0.18, -0.06], [0.06, -0.07, -0.06], [0.11, 0.05, -0.05], [0.07, 0.05, 0.07], [0.10, 0.07, 0.05], [-0.14, -0.10, 0.09], [-0.09, -0.09, 0.10], [0.12, -0.10, 0.12], [0.06, 0.02, -0.07], [0.04, 0.02, -0.04], [0.05, 0.04, -0.07], [0.12, -0.09, -0.08], [0.00, -0.09, -0.01], [0.00, -0.09, 0.07], [0.09, -0.03, -0.10], [0.12, 0.03, -0.02], [0.06, 0.02, 0.06], [0.02, 0.03, 0.09], [-0.06, 0.03, 0.10]], "lowdin_charge": [0.864, -0.069, -0.177, -0.131, -0.164, -0.232, -0.063, -0.286, -0.022, -0.050, -0.054, -0.096, -0.573, 0.748, -0.275, -0.014, -0.049, -0.054, -0.093, -0.572, 0.740, 0.076, 0.062, 0.106, 0.128, 0.148, 0.148, 0.106, 0.042, 0.112, 0.110, 0.114, 0.116, 0.118, 0.109, 0.116, 0.118, 0.120, 0.111, -0.740, 1.054, -0.353, -0.067, -0.027, -0.024, -0.075, -0.296, 1.055, -0.437, -0.154, -0.057, -0.045, -0.045, -0.063, -0.376, -0.150, -0.082, -0.047, -0.053, -0.078, -0.378, -0.083, -0.039, -0.029, -0.062, -0.333, 1.146, -0.350, -0.111, -0.064, -0.075, -0.067, -0.097, -0.353, -0.086, -0.069, -0.072, -0.071, -0.104, 0.113, 0.125, 0.124, 0.115, 0.114, 0.116, 0.116, 0.117, 0.111, 0.015, 0.116, 0.121, 0.119, 0.103, 0.116, 0.120, 0.121, 0.128, 0.061, 0.113, 0.110, 0.111, 0.098, 0.098, 0.113, 0.111, 0.108, 0.087]}


3.
{"formula": "C5H6S3", "method": "the ωB97M-V functional and the def2-TZVPD basis", "e_homo_ev": -8.79, "homo_lumo_gap_ev": 8.56, "fmax_ev_per_a": 3.53, "e_above_lowest_kcal_mol": 50.3, "elements": ["C", "C", "C", "C", "C", "H", "H", "H", "H", "H", "H", "S", "S", "S"], "positions_angstrom": [[-0.6428, 0.4366, 0.4751], [-0.3341, -1.0692, 0.3534], [0.8138, -1.1110, -0.5914], [0.3980, 0.9844, -0.5791], [1.5741, 0.1554, -0.1151], [-2.7792, 1.9242, 0.4575], [-0.5140, 0.8936, 1.5057], [-1.1572, -1.7175, 0.0303], [0.1892, -1.4434, 1.3812], [1.2464, -2.1440, -0.7835], [0.2100, 2.1368, -0.7775], [-2.3528, 0.7412, -0.0975], [0.4221, -0.1363, -2.0431], [2.9264, 0.3493, 0.7840]], "forces_ev_per_a": [[-0.61, 0.94, -0.39], [0.77, -1.30, 3.19], [1.73, -1.06, -0.33], [-0.87, 2.41, 0.36], [1.23, -0.43, 0.92], [0.86, -0.62, -0.04], [0.15, -0.67, -1.37], [0.04, 0.26, 0.41], [-1.81, 0.57, -2.11], [-0.11, 1.59, 0.45], [1.25, -2.42, 0.51], [-0.69, 0.07, 0.01], [-0.99, 0.61, -0.60], [-0.95, 0.05, -1.02]], "lowdin_charge": [-0.661, -0.274, -0.588, -0.536, -0.886, -0.129, 0.131, 0.105, 0.173, 0.145, 0.158, 0.725, 0.938, 0.699]}